(1)
Computed, not measured: a cluster of 3 separate species, C29H21NO9P2 in total, with ωB97M-V/def2-TZVPD.

Summary:
F_max, Eh/bohr: 0.10374
Gap between HOMO and LUMO, eV: 8.3
Relative energy (zero: lowest compared OMol25 entry of this formula, charge and spin), eV: 2.435
LUMO level, eV: -1.19
Net charge: 0
HOMO level, Eh: -0.348

Each line ends with the natural charge from an NBO analysis.
Element x y z (Å)
O (-0.611, -3.845, -0.595)  -0.540
C (-0.290, -4.388, 0.449)  0.512
C (-1.203, -4.374, 1.615)  -0.063
C (-2.446, -3.752, 1.508)  -0.167
C (-3.326, -3.767, 2.583)  -0.192
C (-2.969, -4.404, 3.769)  -0.191
C (-1.723, -5.010, 3.886)  -0.151
C (-0.835, -4.991, 2.811)  -0.141
C (0.497, -5.623, 2.950)  0.544
O (0.840, -6.114, 4.011)  -0.522
C (1.402, -5.655, 1.778)  -0.151
C (2.645, -6.280, 1.885)  -0.150
C (3.487, -6.345, 0.781)  -0.191
C (3.092, -5.787, -0.433)  -0.190
C (1.860, -5.151, -0.539)  -0.183
C (1.013, -5.079, 0.568)  -0.054
H (-2.732, -3.259, 0.585)  0.225
H (-4.295, -3.286, 2.495)  0.222
H (-3.661, -4.426, 4.604)  0.221
H (-1.448, -5.500, 4.814)  0.240
H (2.956, -6.720, 2.827)  0.240
H (4.452, -6.834, 0.865)  0.221
H (3.746, -5.846, -1.296)  0.221
H (1.559, -4.716, -1.487)  0.240
O (1.402, 2.829, -1.844)  -0.544
C (1.623, 3.801, -1.140)  0.521
C (3.014, 4.235, -0.874)  -0.068
C (4.076, 3.540, -1.451)  -0.169
C (5.382, 3.965, -1.238)  -0.194
C (5.632, 5.086, -0.450)  -0.191
C (4.577, 5.771, 0.141)  -0.153
C (3.266, 5.344, -0.064)  -0.142
C (2.150, 6.069, 0.584)  0.544
O (2.373, 7.003, 1.335)  -0.522
C (0.759, 5.647, 0.302)  -0.147
C (-0.303, 6.344, 0.878)  -0.151
C (-1.612, 5.976, 0.592)  -0.191
C (-1.866, 4.911, -0.271)  -0.194
C (-0.808, 4.204, -0.835)  -0.173
C (0.506, 4.569, -0.545)  -0.059
H (3.887, 2.669, -2.071)  0.238
H (6.207, 3.425, -1.692)  0.220
H (6.652, 5.424, -0.294)  0.220
H (4.779, 6.640, 0.759)  0.240
H (-0.112, 7.177, 1.546)  0.240
H (-2.437, 6.522, 1.037)  0.220
H (-2.888, 4.631, -0.502)  0.216
H (-1.014, 3.375, -1.503)  0.237
N (-1.128, 0.037, -2.057)  -0.928
C (-1.793, 1.021, -2.931)  0.874
O (-1.560, 1.083, -4.147)  -0.505
O (-2.798, 1.939, -2.437)  -0.740
P (-3.770, 1.056, -1.269)  0.458
P (-4.803, -0.493, -2.406)  1.920
O (-4.359, -0.622, -3.865)  -1.049
O (-6.499, -0.177, -2.452)  -0.960
O (-4.489, -1.986, -1.626)  -0.940
H (-1.057, -0.861, -2.569)  0.411
H (-0.195, 0.369, -1.769)  0.421
H (-4.718, 2.036, -0.772)  0.022
H (-6.558, 0.537, -3.136)  0.509
H (-3.525, -1.945, -1.398)  0.510


(2)
Computed, not measured: a structure of composition C29H22AsCrN2S5, with ωB97M-V/def2-TZVPD.

Summary:
F_max, Eh/bohr: 0.05487
Gap between HOMO and LUMO (alpha / beta), eV: 5.5 / 5.8
Relative energy (zero: lowest compared OMol25 entry of this formula, charge and spin), eV: 0.637
Spin multiplicity: 5
LUMO level (alpha / beta), eV: 1.65 / 1.58
Net charge: -1
<S²>: 6.05
HOMO level (alpha / beta), Eh: -0.143 / -0.153

Each line ends with the Mulliken spin population.
Element x y z (Å)
Cr (-0.963, 2.449, -0.293)  3.886
S (-1.255, 2.447, 2.066)  -0.023
C (-2.217, 1.108, 2.641)  0.015
C (-2.389, 0.961, 4.021)  -0.001
C (-3.129, -0.087, 4.525)  -0.002
C (-3.708, -1.012, 3.667)  0.007
C (-3.570, -0.857, 2.299)  -0.003
C (-2.820, 0.185, 1.767)  0.019
As (-2.566, 0.468, -0.149)  -0.047
C (-0.822, -0.406, -0.347)  -0.113
C (0.045, -0.700, 0.704)  0.046
C (1.298, -1.229, 0.449)  -0.015
C (1.696, -1.485, -0.854)  0.023
C (0.831, -1.222, -1.906)  -0.014
C (-0.415, -0.683, -1.654)  0.098
C (-3.653, -1.084, -0.771)  0.040
C (-3.206, -2.401, -0.767)  0.007
C (-4.052, -3.426, -1.151)  0.001
C (-5.349, -3.146, -1.548)  0.001
C (-5.802, -1.837, -1.564)  0.000
C (-4.955, -0.812, -1.181)  -0.003
H (-1.941, 1.691, 4.680)  0.000
H (-3.257, -0.187, 5.593)  0.000
H (-4.276, -1.844, 4.061)  0.001
H (-4.061, -1.553, 1.628)  0.000
H (-0.263, -0.504, 1.726)  0.005
H (1.971, -1.450, 1.267)  -0.001
H (2.674, -1.902, -1.046)  0.004
H (1.135, -1.440, -2.921)  -0.001
H (-1.096, -0.462, -2.471)  0.004
H (-2.190, -2.612, -0.450)  -0.002
H (-3.706, -4.451, -1.133)  -0.001
H (-6.009, -3.948, -1.842)  0.000
H (-6.815, -1.622, -1.875)  -0.001
H (-5.286, 0.224, -1.191)  -0.001
S (-2.572, 5.187, -3.478)  0.026
C (-2.120, 4.094, -2.339)  0.023
S (-1.161, 2.685, -2.663)  -0.041
S (-2.500, 4.192, -0.657)  -0.031
S (5.620, 2.343, -0.301)  -0.001
C (3.840, 2.343, -0.284)  0.045
C (3.117, 2.268, 0.909)  -0.013
C (1.749, 2.217, 0.865)  0.096
N (1.019, 2.247, -0.280)  -0.067
C (1.746, 2.282, -1.428)  0.083
C (3.111, 2.347, -1.476)  -0.015
C (5.770, 0.555, -0.344)  0.001
C (5.815, -0.172, 0.841)  0.001
C (5.907, -1.550, 0.751)  0.000
N (5.956, -2.211, -0.397)  0.001
C (5.902, -1.506, -1.518)  0.000
C (5.808, -0.125, -1.555)  0.001
H (3.624, 2.255, 1.861)  -0.001
H (1.187, 2.169, 1.788)  -0.030
H (1.188, 2.284, -2.355)  -0.007
H (3.602, 2.408, -2.434)  -0.001
H (5.795, 0.336, 1.793)  0.000
H (5.971, -2.159, 1.643)  0.000
H (5.964, -2.081, -2.433)  0.000
H (5.781, 0.416, -2.489)  0.000


(3)
Computed, not measured: a structure of composition C29H22BCl5IN8O2Ti, with ωB97M-V/def2-TZVPD.

Summary:
F_max, Eh/bohr: 0.02217
Gap between HOMO and LUMO (alpha / beta), eV: 7.9 / 7.9
Relative energy (zero: lowest compared OMol25 entry of this formula, charge and spin), eV: 0.413
Spin multiplicity: 2
LUMO level (alpha / beta), eV: -0.48 / -0.52
Net charge: 0
<S²>: 0.75
HOMO level (alpha / beta), Eh: -0.310 / -0.311

Each line ends with the Mulliken spin population.
Element x y z (Å)
Ti (0.203, -0.218, 0.555)  1.001
C (-0.653, -2.662, -2.952)  0.001
C (-0.149, -1.487, -2.397)  0.001
N (0.062, -1.642, -1.093)  -0.022
N (-0.306, -2.903, -0.778)  0.012
C (-0.729, -3.533, -1.881)  0.002
B (0.073, -3.532, 0.592)  0.003
N (-0.725, -2.927, 1.761)  0.023
C (-1.563, -3.540, 2.611)  0.001
C (-1.925, -2.641, 3.594)  0.001
C (-1.248, -1.468, 3.252)  0.009
N (-0.519, -1.655, 2.160)  -0.033
N (1.548, -3.224, 0.838)  -0.010
C (2.567, -4.061, 1.086)  0.000
C (3.684, -3.307, 1.375)  0.001
C (3.239, -1.985, 1.278)  -0.002
N (1.952, -1.942, 0.953)  -0.006
H (-0.920, -2.849, -3.976)  0.000
H (0.068, -0.542, -2.869)  0.002
H (-1.037, -4.564, -1.827)  0.000
H (-0.134, -4.711, 0.537)  0.000
H (-1.818, -4.576, 2.466)  0.000
H (-2.573, -2.809, 4.436)  0.000
H (-1.248, -0.506, 3.737)  -0.001
H (2.416, -5.126, 1.049)  0.000
H (4.670, -3.657, 1.621)  0.000
H (3.792, -1.074, 1.434)  -0.001
C (-3.992, -1.804, 0.379)  0.000
C (-3.677, -0.852, -0.730)  -0.004
N (-4.456, -0.802, -1.782)  0.002
C (-4.169, 0.043, -2.793)  -0.002
C (-3.104, 0.906, -2.784)  0.006
C (-2.841, 1.844, -3.938)  0.001
O (-3.866, 1.868, -4.907)  0.000
C (-2.232, 0.852, -1.669)  0.013
C (-1.178, 1.813, -1.466)  0.011
N (-0.199, 1.664, -0.642)  -0.021
C (0.558, 2.860, -0.411)  -0.009
C (1.435, 3.343, -1.371)  -0.004
C (2.225, 4.450, -1.095)  0.000
C (2.131, 5.076, 0.137)  0.000
C (1.218, 4.627, 1.080)  -0.001
C (0.419, 3.528, 0.803)  -0.004
I (-1.007, 2.910, 2.183)  -0.003
C (-2.499, -0.052, -0.633)  0.005
O (-1.732, -0.180, 0.414)  0.003
H (-5.006, -2.179, 0.263)  0.000
H (-3.870, -1.327, 1.352)  0.000
H (-3.296, -2.648, 0.362)  0.000
H (-4.838, 0.003, -3.642)  0.000
H (-1.939, 1.530, -4.470)  0.000
H (-2.650, 2.859, -3.566)  0.000
H (-4.676, 2.180, -4.490)  0.000
H (-1.274, 2.768, -1.982)  0.004
H (1.524, 2.823, -2.315)  0.000
H (2.927, 4.806, -1.837)  0.000
H (2.760, 5.926, 0.368)  0.000
H (1.122, 5.136, 2.030)  0.000
Cl (1.305, 0.804, 4.082)  0.001
C (2.303, 1.290, 2.740)  0.036
C (1.968, 0.854, 1.467)  0.012
C (2.909, 1.135, 0.494)  -0.021
Cl (2.648, 0.420, -1.100)  0.001
C (4.050, 1.905, 0.686)  -0.009
Cl (5.138, 2.243, -0.602)  0.000
C (4.290, 2.405, 1.964)  0.006
Cl (5.658, 3.406, 2.252)  0.001
C (3.425, 2.071, 3.008)  -0.004
Cl (3.760, 2.636, 4.599)  0.000